This record from the Open Molecules 2025 dataset describes C29H39Cl2F4N8NaS2 as an isolated structure. The level of theory is the ωB97M-V functional and the def2-TZVPD basis.

XYZ file:
```
85
Properties=species:S:1:pos:R:3:forces:R:3
Na 1.00645 -2.32465 1.10969 -0.0035 0.2342 -0.6545
C 3.20579 0.30571 4.14550 0.0395 0.0037 0.0222
N 1.97347 0.05692 3.43184 -0.0549 -0.0191 0.0067
C 1.71464 1.12032 2.48487 0.0215 0.0595 0.0057
C 0.85736 -0.14488 4.35451 -0.0147 0.1161 -0.0074
C -0.33854 -0.84242 3.70571 0.1225 0.1277 0.0358
N 0.02528 -2.10916 3.11433 -0.3285 -0.2755 0.0438
C 0.07308 -3.20407 3.86908 0.0495 -0.0274 0.1146
C 0.53547 -4.41947 3.27804 0.0391 -0.0108 0.0224
F 0.91797 -4.37431 1.95857 -0.0707 -0.1409 0.1357
C 0.66810 -5.61595 3.92794 -0.0547 -0.0634 0.0503
F 1.14421 -6.67274 3.23585 -0.0151 0.0095 0.0112
C 0.32732 -5.76905 5.26230 0.0359 0.0439 -0.0981
C -0.12979 -4.62143 5.88112 -0.0222 0.0594 0.0369
F -0.47404 -4.67855 7.18429 0.0193 -0.0145 -0.0334
C -0.25487 -3.40495 5.24445 0.0406 -0.0262 0.0272
F -0.68864 -2.36911 6.01294 0.0032 0.0129 -0.0266
H 3.17906 1.23995 4.73509 -0.0133 -0.0099 -0.0027
H 4.03628 0.38508 3.43939 0.0052 0.0064 -0.0121
H 3.41608 -0.52043 4.82533 -0.0001 -0.0013 -0.0095
H 1.59783 2.10298 2.98027 0.0025 -0.0065 -0.0004
H 0.80759 0.92358 1.91574 -0.0568 -0.0389 -0.0230
H 2.54222 1.19524 1.77544 0.0148 0.0039 0.0037
H 0.53328 0.82572 4.77627 -0.0062 -0.0195 0.0526
H 1.21131 -0.75410 5.18882 0.0137 -0.0406 -0.0400
H -0.72493 -0.19181 2.91662 0.0152 -0.0311 -0.0513
H -1.13884 -0.90855 4.44490 0.0083 0.0402 0.0360
H 0.41586 -6.70887 5.77997 -0.0012 -0.0417 0.0199
Cl 3.69129 -2.64637 2.03542 0.1193 -0.0511 0.0276
C 4.65313 -1.82541 0.80567 0.0791 0.0565 -0.0084
Cl 3.64708 -1.07751 -0.45268 0.0215 0.0419 0.0921
H 5.30164 -2.55129 0.32882 -0.0072 0.0230 0.0224
H 5.22127 -1.03691 1.28700 -0.0066 -0.0412 -0.0201
S -1.60688 0.37967 0.45325 -0.0324 -0.0279 0.1129
C -1.09057 1.24308 -0.83847 0.0829 -0.0792 -0.3068
N -1.16832 2.57752 -0.96760 0.1282 0.0731 0.2158
C -0.87498 3.22003 -2.23631 -0.0681 -0.0257 -0.0936
C -1.41264 2.34198 -3.34080 0.0321 0.1174 0.0400
N -0.76992 1.04104 -3.23760 -0.0813 -0.1543 -0.0762
C -0.43681 0.38270 -4.49794 0.0027 0.0019 -0.0096
C 0.69108 1.08724 -5.20886 0.0030 -0.0339 0.0014
C 1.93197 1.21490 -4.58724 -0.0283 0.0172 -0.0061
C 2.96591 1.87541 -5.22813 0.0325 0.0021 0.0146
C 2.77469 2.41272 -6.49519 0.0232 0.0169 -0.0138
C 1.54448 2.28759 -7.11823 -0.0083 -0.0005 -0.0133
C 0.50543 1.62879 -6.47302 0.0019 -0.0097 -0.0103
C -0.49215 0.50772 -2.04525 -0.1039 0.1543 0.2964
S 0.42668 -0.84286 -1.81233 0.1680 -0.1226 -0.0094
C -1.53303 3.45385 0.14778 -0.0138 -0.0025 -0.0588
C -2.91627 4.02965 -0.02551 0.0239 -0.0164 0.0481
C -4.03542 3.22038 0.16020 0.0198 -0.0010 -0.0347
C -5.30585 3.73799 -0.02648 -0.0169 -0.0198 0.0002
C -5.47344 5.06539 -0.39914 -0.0483 0.0295 -0.0081
C -4.36612 5.87672 -0.58091 0.0194 0.0039 -0.0074
C -3.09172 5.35740 -0.39350 0.0118 0.0038 0.0253
H 0.20322 3.37528 -2.35699 -0.0232 0.0055 -0.0341
H -1.37232 4.18935 -2.25046 -0.0131 -0.0154 -0.0020
H -1.16485 2.76135 -4.31572 0.0060 0.0032 0.0133
H -2.50048 2.24300 -3.26259 0.0178 0.0353 0.0060
H -1.33518 0.38827 -5.12091 0.0069 0.0020 0.0049
H -0.17851 -0.64868 -4.26468 0.0052 0.0309 -0.0295
H 2.07769 0.78714 -3.60299 0.0096 -0.0131 0.0276
H 3.92781 1.96738 -4.74084 0.0086 0.0047 0.0029
H 3.58533 2.92780 -6.99306 0.0094 0.0028 -0.0097
H 1.38921 2.70301 -8.10501 -0.0023 0.0097 -0.0097
H -0.45819 1.53252 -6.95954 -0.0197 -0.0008 -0.0153
H -0.79323 4.25845 0.18778 -0.0069 -0.0137 -0.0115
H -1.45931 2.86246 1.05867 -0.0153 0.0310 -0.0207
H -3.89657 2.18756 0.45306 -0.0063 -0.0257 0.0102
H -6.17044 3.10592 0.12501 -0.0188 -0.0153 0.0036
H -6.46820 5.46698 -0.54048 -0.0086 0.0019 -0.0021
H -4.49053 6.91300 -0.86472 -0.0050 0.0240 -0.0015
H -2.22456 5.99578 -0.51952 0.0182 0.0195 -0.0105
N 0.68898 -4.36613 -1.46729 -0.0054 -0.1042 -0.1034
N 1.95299 -4.03786 -0.86425 -0.4872 -0.0011 -0.1391
H 0.79944 -4.59924 -2.44813 -0.0092 0.0589 0.0175
H 0.08396 -3.55803 -1.38191 0.0118 -0.0119 0.0304
H 2.57566 -3.63940 -1.56006 0.1404 -0.0400 0.1417
H 2.32861 -4.91902 -0.53594 0.2107 0.1509 0.0943
N -2.54119 -2.90784 -0.47082 -0.0471 -0.0578 0.0225
N -1.39828 -3.10898 0.36098 0.1155 -0.0600 0.1454
H -3.30907 -3.51096 -0.19058 0.0452 -0.0140 -0.0496
H -2.28602 -3.15612 -1.41894 -0.0086 0.0524 0.0180
H -1.25699 -4.09124 0.58417 -0.0453 0.0308 0.0462
H -1.52853 -2.60417 1.23394 -0.0260 0.0035 -0.0320
```
Forces are in eV/Å.

Results
HOMO energy	-6.03	eV
Kohn-Sham gap	5.58	eV
DFT total energy	-3844.97772	hartree
spin multiplicity	1


This record from the Open Molecules 2025 dataset describes a 8-piece molecular cluster, C29H39F21N2O15 overall. The level of theory is the ωB97M-V functional and the def2-TZVPD basis.

XYZ file:
```
106
Properties=species:S:1:pos:R:3:forces:R:3
C -5.70054 -1.15651 -4.14560 -0.2115 1.0115 -0.5634
C -5.02030 -0.46450 -2.98234 -0.2601 -1.3887 -0.2746
O -5.54598 -1.00651 -1.77826 -0.5907 0.1585 2.0208
C -5.29310 -2.23692 -1.33548 -1.7788 3.4732 0.0843
O -4.55612 -2.95099 -1.85486 3.1229 -3.6341 -1.7581
C -6.10660 -2.59425 -0.09194 -0.1321 0.6704 -1.3854
F -5.30744 -2.93351 0.87528 0.7417 -0.3866 1.2604
F -6.83868 -1.55338 0.25835 -0.6669 0.1563 0.6974
F -6.89425 -3.62620 -0.38649 -0.4319 -0.2984 0.0884
H -5.60104 -0.40295 -4.93397 -0.0021 -0.5333 -0.5088
H -6.78008 -1.21652 -3.94933 0.3037 -0.1667 0.0319
H -5.30898 -2.12896 -4.45668 0.0567 0.2883 0.2143
H -5.38554 0.53323 -2.89864 0.0910 0.8681 -0.2403
H -3.92797 -0.47607 -3.06056 -0.1465 -0.1672 0.3525
C -3.07717 4.89597 4.01434 -0.3038 1.8520 -0.8782
C -4.18285 3.88921 3.78179 0.2999 0.6571 0.6964
O -3.75473 3.04699 2.71325 0.4479 -0.5746 0.5618
C -4.55041 2.85474 1.68573 -0.0175 -0.8918 -0.1097
O -5.57350 3.41732 1.43960 -0.0222 -0.0763 -0.3076
C -3.95445 1.62618 0.88090 -0.8032 1.7137 1.0666
F -4.52538 0.50909 1.31949 -0.1117 -0.3928 -0.0831
F -4.16493 1.78832 -0.39594 -0.5451 -0.2052 -1.3727
F -2.66079 1.56788 1.06920 1.2279 -0.4850 0.1946
H -3.29823 5.63655 4.78650 -0.1270 -0.6145 0.5682
H -3.02268 5.59965 3.17033 0.1636 -0.5018 -0.2937
H -2.08008 4.48744 4.15393 -0.1606 -0.3330 0.1624
H -5.14640 4.31084 3.48239 0.2432 0.2077 0.3609
H -4.27319 3.32352 4.71949 -0.2715 -0.4272 -0.6002
C 0.07163 1.47319 4.78621 -0.7949 0.4018 -0.7053
C 1.21876 0.61902 5.30775 -1.3029 -0.1757 -0.9894
O 2.08938 1.49407 6.01589 1.2108 0.1059 0.7440
C 3.04702 2.03013 5.28169 1.0255 0.3038 2.8770
O 3.14152 1.99153 4.11876 0.2415 -0.0217 -2.8582
C 4.22866 2.72833 6.14043 -2.0862 -0.8713 -1.7388
F 5.36127 2.00630 5.92720 -0.8148 0.8682 0.9068
F 4.38009 3.95632 5.62816 0.5261 -0.1698 0.4084
F 3.86025 2.82733 7.41386 1.0264 -0.1345 0.0219
H -0.46357 1.93968 5.64555 0.2202 -0.4127 -0.6735
H -0.62033 0.92470 4.12589 0.0351 -0.3333 0.7827
H 0.35584 2.27450 4.09125 0.5656 0.0319 0.4743
H 1.73979 0.03998 4.50332 -0.3554 0.6744 0.9364
H 0.77863 -0.04627 6.05354 0.5188 -0.1238 -0.1336
C -2.40818 -4.52963 -3.82027 -0.7835 -0.7436 0.0409
C -1.74970 -3.35936 -4.53976 0.3125 -1.7121 0.5215
O -0.36018 -3.51283 -4.10319 0.7066 1.8723 -1.0508
C 0.47732 -2.50168 -4.47449 0.3423 -2.1844 1.9785
O 0.29610 -1.53193 -5.12042 -0.6102 0.4195 -0.6508
C 1.85321 -2.71936 -3.72110 -0.6762 0.9824 -1.6476
F 1.88936 -1.89426 -2.69790 -0.0696 0.9852 1.1133
F 2.07243 -3.91717 -3.25600 0.2173 -1.1694 -0.0504
F 2.83835 -2.34709 -4.55922 0.1026 -0.4183 0.0948
H -1.90294 -5.40454 -4.21502 -0.1829 -0.3742 -0.3115
H -3.51128 -4.67115 -3.93918 0.9399 0.4729 -0.2194
H -2.20862 -4.62774 -2.75436 0.0130 0.7821 0.0880
H -2.08523 -2.37794 -4.27661 -0.2906 0.5376 0.0131
H -1.78085 -3.57826 -5.61227 -0.0709 0.5797 0.1027
C 1.01191 5.48723 -6.62179 0.6604 1.7145 0.0037
C 1.94721 5.73052 -5.40336 -0.5710 -1.8676 -0.8224
O 2.16345 4.38858 -4.81092 -1.1992 0.4416 0.3086
C 1.10577 3.70816 -4.24397 5.4209 0.2965 -0.0944
O 0.00899 4.04159 -4.09409 -2.9829 0.6470 0.1483
C 1.84053 2.49873 -3.55817 -1.9557 0.6737 -0.9410
F 2.82760 2.05249 -4.30880 0.2438 -0.5692 0.2456
F 2.31080 2.93551 -2.38960 0.1480 -0.4189 0.2530
F 0.91527 1.54311 -3.36916 0.6971 -0.1848 0.3687
H 0.10084 5.03322 -6.27030 -0.3171 -0.0440 0.0434
H 1.44616 4.86280 -7.40291 0.2358 -0.0153 0.2553
H 0.76285 6.47100 -7.08762 0.0852 -0.6876 0.2949
H 1.49667 6.40767 -4.67994 -0.0193 -0.1331 0.1046
H 2.97441 6.03457 -5.63571 -0.4631 0.0878 -0.1267
C 4.40569 -1.44980 -0.41196 0.4136 2.5233 0.9576
C 4.32423 -2.91420 -0.33972 -0.9466 -0.2876 -1.3824
O 5.54259 -3.41119 0.17156 0.9000 -0.8271 2.3000
C 5.64838 -3.56750 1.51220 -0.2807 -1.1525 0.1119
O 4.82424 -3.39996 2.38473 0.6358 0.3058 -1.3999
C 7.03600 -4.21439 1.94152 -2.3364 -0.7517 -0.7059
F 7.70126 -3.28566 2.57232 1.2269 0.4403 0.2218
F 6.83461 -5.25636 2.76964 -0.2557 0.5109 0.2903
F 7.65104 -4.74497 0.90060 0.9305 0.5902 -0.4381
H 4.31600 -0.98620 0.59074 -0.0182 -0.5152 -0.0960
H 3.60748 -0.98025 -0.94857 -0.5945 -0.0756 -0.6266
H 5.33385 -0.99886 -0.76206 0.1663 -0.5478 -0.4798
H 4.16042 -3.42064 -1.32593 0.3202 0.4935 0.8506
H 3.47234 -3.12026 0.28703 -0.1517 -0.7285 0.3677
C 0.82462 2.22841 1.16927 0.5586 0.8191 0.3611
C 0.99325 0.73671 1.25071 -0.4676 -0.2900 -0.7979
O 0.01686 0.33355 0.24731 -1.1274 -1.5243 -0.7598
C -0.04536 -0.94465 -0.10353 1.4077 -0.5219 0.5932
O 0.72024 -1.81288 0.25998 -0.3888 0.8026 -0.0997
C -1.21026 -1.36813 -1.04873 0.4094 -0.4607 1.3847
F -2.36356 -1.15894 -0.38972 -0.1225 0.1739 -0.4690
F -1.21057 -0.73517 -2.20789 -0.2018 0.2165 -0.3185
F -1.09763 -2.68708 -1.26183 -0.2080 0.6008 -0.2630
H -0.21037 2.51655 1.32703 -0.2273 -0.2929 0.4457
H 1.01106 2.66298 0.16732 0.5449 -0.5163 0.5267
H 1.43326 2.69279 1.95377 0.0113 0.1872 -0.3730
H 0.76503 0.26151 2.20699 -0.4256 0.2620 0.0383
H 1.93808 0.28667 0.96049 0.3991 0.5228 -0.2095
N 1.91430 -3.10228 2.82171 0.0762 -0.5589 2.2254
C 1.22277 -2.69818 3.94548 -2.2820 2.1537 0.8858
N 1.53340 -3.38316 5.16197 0.3610 -0.1481 -2.1800
O 0.36059 -1.73805 3.93909 2.8321 -3.3470 -0.0441
H 2.81623 -3.51309 3.04593 -0.1708 0.0386 -0.3308
H 1.96867 -2.41520 2.11341 -0.2758 0.6734 -0.8697
H 0.82976 -3.30357 5.86637 -0.3291 0.1340 0.1689
H 1.94178 -4.32922 5.07895 -0.4475 1.0040 0.0126
```
Forces are in eV/Å.

Results
HOMO energy	-9.99	eV
SMILES	CCOC(=O)C(F)(F)F.CCOC(=O)C(F)(F)F.CCOC(=O)C(F)(F)F.CCOC(=O)C(F)(F)F.CCOC(=O)C(F)(F)F.CCOC(=O)C(F)(F)F.CCOC(=O)C(F)(F)F.NC(N)=O
Kohn-Sham gap	10.57	eV
DFT total energy	-4463.82884	hartree
spin multiplicity	1


This record from the Open Molecules 2025 dataset describes C29H39N6O5STi as an isolated structure. The level of theory is the ωB97M-V functional and the def2-TZVPD basis.

XYZ file:
```
81
Properties=species:S:1:pos:R:3:forces:R:3
Ti 0.21131 -0.20629 0.58998 0.6760 -0.4221 -0.0566
O -3.00814 4.76857 2.67031 0.0641 0.0344 -0.1356
C -2.08780 4.01727 2.01367 0.0570 0.1175 0.3175
O -0.91027 4.19836 2.12768 -0.0511 -0.0366 -0.0998
C -2.75312 2.94344 1.17068 -0.0290 0.0067 -0.0219
O -2.13008 1.69854 1.31045 -0.0256 0.1657 -0.0347
C -2.11592 1.23666 2.66869 0.1642 -0.0427 0.0306
C -0.68308 1.10803 3.18964 -0.0165 -0.0702 0.0890
O -0.46384 1.30906 4.36804 -0.0604 0.0089 0.0504
O 0.19362 0.76505 2.30742 -0.2288 0.1927 -0.4573
H -2.50317 5.41918 3.18116 -0.0082 0.0050 0.0090
H -2.65750 3.25153 0.12762 -0.0319 -0.0175 -0.0497
H -3.81352 2.90721 1.43337 -0.0397 -0.0893 -0.0151
H -2.59300 0.25586 2.69722 0.0063 -0.0237 -0.0165
H -2.66606 1.91601 3.32018 -0.0223 0.0213 -0.0016
N -2.03039 -3.60159 1.82921 0.0356 -0.2534 -0.0414
C -3.19440 -2.93456 1.47669 0.0101 0.0777 -0.0013
C -4.50880 -3.32632 1.54746 0.0203 -0.0301 -0.0009
C -5.50223 -2.44261 1.08321 -0.0239 -0.0110 0.0018
C -5.14575 -1.21160 0.57547 0.0264 0.0045 0.0008
C -3.80192 -0.80592 0.51123 -0.0204 -0.0356 -0.0110
C -2.80079 -1.66927 0.95547 -0.0855 0.0957 -0.0383
N -1.44181 -1.51539 1.02568 -0.0616 0.0817 0.1054
C -0.95149 -2.69214 1.66392 -0.2796 -0.0190 0.0213
C 0.31226 -2.83734 2.08642 0.3333 0.1576 0.1593
C 1.02076 -3.85710 2.87257 -0.0702 -0.0395 -0.0557
S 2.45888 -3.03207 3.49893 -0.1095 0.0201 -0.1010
C 2.21473 -1.68187 2.51943 -0.2094 -0.0649 -0.2351
N 1.14944 -1.71234 1.76740 0.1549 0.0054 0.6536
H -2.01778 -4.24485 2.60316 0.0075 0.0362 0.0168
H -4.77212 -4.29693 1.95239 -0.0105 0.0062 -0.0073
H -6.54475 -2.73180 1.13104 0.0079 -0.0039 0.0046
H -5.91409 -0.53008 0.22759 -0.0041 -0.0113 0.0055
H -3.55904 0.18584 0.15595 0.0251 -0.0082 -0.0007
H 0.45943 -4.30620 3.69360 0.0086 0.0028 -0.0894
H 2.93129 -0.87639 2.45708 0.0071 0.0472 -0.0357
N 0.59398 -2.01606 -0.85508 0.0712 -0.0599 -0.0828
C -0.40403 -2.59118 -1.75833 0.0375 0.0032 -0.0495
C -0.86766 -1.56409 -2.77175 -0.0650 -0.0949 -0.1023
C -1.75853 -0.50650 -2.15738 0.0075 0.1877 0.0916
N -1.00413 0.37892 -1.24462 0.0284 0.0275 0.0895
H 1.44520 -1.82408 -1.37634 -0.0679 0.1084 0.0049
H 0.83098 -2.71810 -0.15843 -0.0309 -0.0328 0.0003
H -1.24612 -2.92955 -1.15283 -0.0234 0.0044 0.0075
H -0.00011 -3.46610 -2.28049 0.0268 0.0050 0.0288
H -1.42950 -2.08236 -3.55438 -0.0253 0.0759 0.0017
H -0.00535 -1.09327 -3.26133 0.0253 -0.0256 0.0134
H -2.55866 -0.97642 -1.58950 -0.0196 -0.0357 -0.0034
H -2.21695 0.10039 -2.94681 -0.0065 -0.0329 -0.0079
H -1.62543 1.08865 -0.86911 -0.1028 -0.0463 0.0333
H -0.30859 0.88476 -1.79108 0.0377 -0.0222 -0.0115
C -0.13507 3.32789 -1.07847 -0.0645 0.1720 0.1286
C 1.31954 3.24332 -1.53425 -0.0604 -0.0472 -0.0168
C 2.24536 3.66153 -0.39022 -0.0332 -0.0216 0.0957
C 1.80808 1.93724 -2.15587 0.1227 0.0450 -0.1379
C 2.10491 1.94213 -3.51402 -0.0211 -0.0041 0.0354
C 2.87608 0.94782 -4.09931 -0.0169 0.0191 -0.0615
C 3.49335 0.03306 -3.26100 0.0217 -0.0247 0.1083
C 3.23636 -0.01973 -1.89352 -0.0501 -0.0445 -0.0647
C 4.19831 -0.83114 -1.02971 0.0087 0.0463 -0.0968
C 4.68631 -0.00189 0.15970 0.0015 -0.0334 0.0827
C 3.73482 -2.21603 -0.58477 -0.0133 -0.0225 0.0882
C 2.20734 0.81395 -1.36241 -0.2012 0.1141 0.2169
N 1.59779 0.59542 -0.16204 -0.0042 -0.0824 -0.2019
H -0.32658 2.69216 -0.21164 0.0998 0.0647 -0.0352
H -0.83073 3.08301 -1.88490 -0.0017 -0.0540 -0.0546
H -0.34523 4.35805 -0.77153 -0.0116 -0.0647 0.0256
H 1.42756 3.98983 -2.32922 0.0270 -0.0396 -0.0284
H 2.15312 2.95810 0.43802 0.0111 0.0191 0.0236
H 1.97658 4.65547 -0.02499 0.0032 -0.0019 -0.0016
H 3.28692 3.67617 -0.71706 -0.0110 0.0085 -0.0166
H 1.76392 2.77952 -4.11576 -0.0011 0.0031 0.0052
H 3.08059 0.95644 -5.16226 0.0065 -0.0059 0.0016
H 4.23942 -0.64577 -3.66343 -0.0007 0.0063 -0.0201
H 5.06413 -0.98985 -1.68186 0.0191 -0.0367 0.0226
H 3.84222 0.34116 0.75710 -0.0173 -0.0103 0.0343
H 5.23535 0.88090 -0.17439 -0.0138 -0.0100 -0.0344
H 5.34577 -0.59791 0.79647 0.0020 0.0211 -0.0177
H 2.92799 -2.15420 0.14208 0.0629 -0.0061 -0.0151
H 4.55976 -2.74652 -0.10301 0.0011 -0.0003 -0.0151
H 3.40007 -2.82308 -1.43035 0.0258 0.0200 -0.0231
```
Forces are in eV/Å.

Results
HOMO energy (alpha / beta)	-1.67 / -1.67	eV
net charge	-1
Kohn-Sham gap (alpha / beta)	3.96 / 3.96	eV
DFT total energy	-3081.00559	hartree
spin multiplicity	1